DFT (ωB97M-V with the def2-TZVPD basis set) results for a molecular structure, C3H4F2O3S.

XYZ file:
```
13
Properties=species:S:1:pos:R:3
C -0.02 1.60 -0.28
C 1.48 -0.41 0.31
C 0.44 0.24 -0.52
O -0.79 2.24 -0.92
O -2.58 -0.69 -1.01
O -2.00 -0.37 1.41
F 0.51 2.14 0.85
F -1.04 -2.27 0.14
S -1.66 -0.71 0.07
H 1.47 -0.04 1.33
H 1.36 -1.49 0.30
H 2.46 -0.19 -0.13
H 0.36 -0.06 -1.55
```

Calculated values
Total charge: 0
Spin multiplicity: 3
Electronic energy in Ha: -940.2056
E_LUMO (spin up / spin down) in eV: 0.645 / -4.576